The following is a quantum chemistry calculation of an isolated molecule of C5H6O, from OMol25.

The SMILES is C#CCC(C)=O. The LUMO energy is 0.9102 eV. For the energy above the lowest of the compared OMol25 structures with the same formula, charge and spin, the calculation gives 37.5 kcal per mole. Its charge is 0. The HOMO energy is -9.661 eV.

XYZ file:
```
12
Properties=species:S:1:pos:R:3:forces:R:3
C -1.84206 1.43995 -1.03428 0.430 -0.218 -0.013
C -0.77067 0.89195 -1.04156 -0.479 0.278 0.040
C 0.56860 0.31572 -0.90773 0.050 0.073 -0.043
C 0.81152 0.04258 0.58566 0.074 0.186 0.245
C 0.39890 -1.30673 1.12671 0.040 -0.034 0.064
O 1.26174 0.91057 1.29509 -0.049 -0.360 -0.298
H -2.77433 1.95808 -1.01892 0.092 -0.134 -0.057
H 0.68524 -0.59177 -1.51115 -0.112 0.134 0.127
H 1.30454 1.05478 -1.23961 -0.058 -0.113 0.068
H 0.87910 -1.46419 2.09439 -0.095 0.015 -0.127
H 0.64905 -2.12131 0.44022 -0.022 0.143 0.070
H -0.68844 -1.31493 1.26960 0.131 0.030 -0.077
```
Forces are in eV/Å.